(1)
Formula: C25H29ClIIrN8O3S
Source: OMol25
Level of theory: the ωB97M-V functional and the def2-TZVPD basis

* energy: -78743.08517 eV
* F_max: 0.01865 hartree/bohr
* total charge: +2
* E_HOMO: -12.2613 eV

XYZ file:
```
69
C25H29ClIIrN8O3S, DFT the ωB97M-V functional and the def2-TZVPD basis
Ir 0.5598 0.3684 0.1083
Cl -1.3082 0.5395 -6.4001
C -1.1155 0.8646 -4.7214
C -1.9701 1.7244 -4.0902
C -1.8238 2.0178 -2.7177
I -3.1190 3.3377 -1.7883
C -0.8245 1.4227 -1.9920
O -0.5999 1.6796 -0.6922
C 0.0383 0.5154 -2.6329
N 0.9937 -0.0602 -1.8330
C 1.8883 -0.8605 -2.3852
C 1.8770 -1.1563 -3.7517
C 0.8940 -0.6396 -4.5566
C -0.0623 0.2336 -4.0043
H -2.7650 2.1932 -4.6533
H 2.6332 -1.2876 -1.7326
H 2.6369 -1.8148 -4.1457
H 0.8493 -0.8869 -5.6083
N 3.4939 3.9193 1.7326
C 2.4859 2.8547 2.1478
C 3.0611 2.0801 3.3238
C 2.0509 1.0685 3.8767
N 1.7894 0.0178 2.9032
C 0.7167 1.7415 4.1731
C 0.1474 2.5141 2.9784
N -0.3089 1.6622 1.8442
C 1.1704 3.5397 2.4829
H 4.3996 3.5071 1.4978
H 3.6470 4.5840 2.4961
H 3.1643 4.4510 0.9237
H 2.3836 2.2051 1.2763
H 3.3078 2.7800 4.1306
H 3.9876 1.5729 3.0393
H 2.4752 0.6879 4.8128
H 1.0110 -0.5432 3.2398
H 2.5729 -0.6244 2.8526
H 0.8322 2.4358 5.0083
H -0.0080 0.9934 4.5044
H -0.7243 3.0632 3.3427
H -0.8636 2.2334 1.2084
H -0.9599 0.9585 2.1996
H 1.3435 4.2633 3.2869
H 0.7726 4.0890 1.6243
N -5.5935 -2.6088 -3.3623
C -4.7126 -2.3918 -2.3554
C -4.3977 -1.0807 -1.9488
C -3.5118 -0.8640 -0.9192
C -2.9192 -1.9506 -0.2797
C -3.2056 -3.2551 -0.6738
C -4.0946 -3.4733 -1.7004
S -1.7656 -1.6768 0.9774
O -2.0356 -0.4016 1.5884
O -1.5845 -2.8324 1.7928
N -0.3182 -1.4241 0.1265
C 0.7499 -2.2495 0.3256
N 1.8554 -1.5139 0.5371
C 2.9742 -2.1738 0.8420
C 3.0012 -3.5496 0.8816
C 1.8184 -4.2105 0.5363
N 0.6955 -3.5710 0.2463
H -6.1064 -1.8491 -3.7706
H -5.8812 -3.5403 -3.6004
H -4.8794 -0.2400 -2.4329
H -3.2953 0.1461 -0.5931
H -2.7366 -4.0872 -0.1663
H -4.3350 -4.4854 -1.9988
H 3.8632 -1.5804 1.0265
H 3.9010 -4.0899 1.1316
H 1.7835 -5.2922 0.4806
```

Here are the Mulliken charges for atoms 1 to 2, given in e: Ir 3.107; Cl -0.217

(2)
Formula: BrCl2HSi
Source: OMol25
Level of theory: the ωB97M-V functional and the def2-TZVPD basis

* energy: -102982.86843 eV
* F_max: 0.02480 hartree/bohr
* total charge: 0
* E_HOMO: -9.5700 eV

XYZ file:
```
5
BrCl2HSi, DFT the ωB97M-V functional and the def2-TZVPD basis
Si 4.2163 0.4605 0.8582
Cl 0.1749 0.9769 -0.7740
Cl 3.7927 1.8068 -0.5983
Br 3.0756 -1.3855 0.2840
H 0.9928 1.7992 -1.2248
```

Here are the Mulliken charges for atoms 1 to 2, given in e: Si 0.303; Cl -0.221